The following is a DFT calculation (ωB97M-V/def2-TZVPD) of a structure of composition C25H27N6OPdS.

```
61
Properties=species:S:1:pos:R:3:forces:R:3
Pd 0.1694 -0.2789 -2.1034 0.19 -0.07 0.25
N -0.9270 2.1259 0.0215 0.06 0.04 0.07
C -1.7869 1.0359 0.0355 -0.04 -0.08 -0.06
C -2.9611 1.1568 0.7899 -0.11 0.05 0.09
C -3.8379 0.0997 0.8457 0.04 0.07 0.03
C -3.5392 -1.0705 0.1528 0.00 -0.09 -0.02
C -2.3630 -1.1145 -0.5532 0.01 0.03 0.02
N -1.4937 -0.0888 -0.6075 0.08 0.12 0.01
C 0.0284 2.6037 -0.8742 0.03 -0.07 -0.09
C 0.4781 3.9115 -0.6658 0.01 0.13 0.06
C 1.4074 4.4514 -1.5217 -0.04 0.01 0.06
C 1.8782 3.6870 -2.5839 0.06 -0.01 -0.08
C 1.4003 2.4089 -2.7221 -0.04 -0.02 0.02
N 0.4989 1.8691 -1.8775 -0.23 -0.13 0.04
H -1.2152 2.8410 0.6710 0.03 -0.03 -0.02
H -3.1770 2.0846 1.3048 -0.01 -0.02 -0.01
H -4.7532 0.1834 1.4160 0.01 0.01 0.00
H -4.2028 -1.9229 0.1655 0.02 0.00 -0.01
H -2.0770 -1.9973 -1.1111 0.00 -0.01 -0.02
H 0.0877 4.4866 0.1645 0.01 0.00 -0.02
H 1.7606 5.4625 -1.3700 -0.01 0.00 0.01
H 2.6014 4.0740 -3.2865 -0.01 -0.01 0.01
H 1.7239 1.7562 -3.5221 0.00 0.00 -0.01
S 1.2839 -0.9480 -4.1853 -0.02 -0.01 0.09
C -0.3704 -0.8464 -4.7446 -0.09 0.04 0.13
C -0.8074 -1.0984 -6.0425 -0.11 0.00 -0.08
C -2.1561 -0.9790 -6.3214 0.11 -0.01 0.00
C -3.0474 -0.6117 -5.3163 -0.07 0.00 -0.03
C -2.5461 -0.3757 -4.0556 0.09 0.00 0.01
N -1.2442 -0.4941 -3.7798 0.08 0.05 -0.27
H -0.0922 -1.3805 -6.8017 -0.01 0.00 0.00
H -2.5192 -1.1695 -7.3231 0.01 0.00 0.00
H -4.1052 -0.5098 -5.5113 0.01 0.00 0.01
H -3.1899 -0.0831 -3.2342 0.01 0.00 0.01
C -1.0951 -1.6167 3.0257 0.08 -0.08 0.02
C 0.2606 -2.3190 3.0901 -0.06 0.06 0.04
N 1.2813 -1.5412 3.7795 -0.11 0.05 -0.05
C 1.2149 -1.4983 5.2453 -0.03 0.11 0.02
C 0.6878 -0.1767 5.7905 0.01 -0.04 -0.04
C 2.3191 -0.8806 3.2102 -0.05 -0.14 0.03
O 3.1634 -0.3142 3.8852 0.05 0.09 0.03
C 2.5129 -0.8512 1.7112 0.15 -0.04 -0.06
C 3.8398 -0.8624 1.2774 -0.07 -0.03 0.04
C 4.1212 -0.7561 -0.0700 0.00 0.00 0.02
C 3.0680 -0.6092 -0.9551 0.08 -0.04 -0.08
N 1.8006 -0.5680 -0.5516 -0.23 -0.02 -0.12
C 1.5281 -0.6947 0.7520 0.07 0.12 0.02
H -1.8096 -2.2248 2.4672 0.02 0.04 0.01
H -1.0182 -0.6342 2.5552 -0.01 0.01 -0.04
H -1.4960 -1.4667 4.0288 -0.01 0.00 -0.02
H 0.6176 -2.5904 2.1001 0.01 0.02 -0.05
H 0.1349 -3.2559 3.6353 0.08 -0.05 -0.01
H 2.2179 -1.6722 5.6312 0.01 -0.04 0.01
H 0.5790 -2.3256 5.5596 0.00 -0.02 0.00
H 1.3339 0.6409 5.4746 -0.01 0.00 0.01
H 0.6816 -0.2047 6.8806 -0.01 0.01 -0.01
H -0.3299 0.0204 5.4493 0.02 0.00 0.01
H 4.6246 -0.9418 2.0175 0.00 0.00 -0.01
H 5.1376 -0.7753 -0.4368 -0.01 0.00 0.00
H 3.2342 -0.5222 -2.0220 0.00 0.00 0.00
H 0.4837 -0.6283 1.0169 -0.08 -0.02 0.01
```
Forces are in eV/Å.

LUMO energy (alpha / beta) = -2.61 / -3.82 eV
Multiplicity = 3
Relative energy (zero: lowest compared OMol25 entry of this formula, charge and spin) = 0.0 kJ/mol
Net charge = +1
Orbital gap (alpha / beta) = 7.8 / 6.6 eV